[1]
ORCA calculation (the ωB97M-V functional and the def2-TZVPD basis) on CH5N3O as an isolated structure in a non-equilibrium geometry.

Geometry as XYZ:
```
10
Properties=species:S:1:pos:R:3
N 1.2897 0.5303 -0.1960
N -0.8161 -0.2974 -0.0903
N -2.1738 -0.3085 -0.1008
H -0.5835 1.7131 0.2272
H -2.4883 -0.9386 0.9134
H -2.5178 0.9361 -0.1814
O 1.8294 -0.6733 0.1548
H 1.8018 1.1964 0.4197
H 1.8017 -1.0825 -0.6965
C -0.1248 0.6820 0.1314
```

The frontier orbital gap comes out at 9.551 eV. The calculation puts the electronic energy at -7630.7225 eV. The relative energy (zero: lowest compared OMol25 entry of this formula, charge and spin) comes out at 113.3 kcal/mol. As for the net charge: 0.

Löwdin atomic charge list, values in e, 5 entries: atom 1 (N): -0.11, atom 2 (N): -0.17, atom 3 (N): -0.09, atom 4 (H): 0.13, atom 5 (H): 0.17

---

[2]
ORCA calculation (the ωB97M-V functional and the def2-TZVPD basis) on the molecule CH5N3O in a non-equilibrium geometry.

Geometry as XYZ:
```
10
Properties=species:S:1:pos:R:3
H 1.3539 -0.9423 -1.0184
H 0.6190 1.6206 -2.1388
H -0.8055 -0.6725 2.5802
O 0.0731 0.7084 -2.2552
N -0.1866 0.3986 -0.7881
N 0.3109 -1.0441 0.9828
H -0.1146 0.6303 1.7870
H -1.1909 0.1847 -0.5793
N -0.5465 -0.2115 1.6804
C 0.4871 -0.6722 -0.2506
```

The frontier orbital gap comes out at 9.104 eV. As for the SMILES: N/N=C\NO. The calculation puts the electronic energy at -7631.9515 eV. The relative energy (zero: lowest compared OMol25 entry of this formula, charge and spin) comes out at 85.0 kcal/mol. As for the net charge: 0.

Löwdin atomic charge list, values in e, 5 entries: atom 1 (H): 0.16, atom 2 (H): 0.16, atom 3 (H): 0.10, atom 4 (O): -0.12, atom 5 (N): -0.08

---

[3]
ORCA calculation (the ωB97M-V functional and the def2-TZVPD basis) on a 2-piece molecular cluster, CH5N3O2 overall in a non-equilibrium geometry.

Geometry as XYZ:
```
11
Properties=species:S:1:pos:R:3
H 0.7752 -1.8773 0.8701
O -1.6659 1.0123 1.1798
H -0.0351 2.2010 -0.2578
N -1.3761 0.0146 0.4585
O -1.8143 -1.1670 0.6208
H 1.8087 -0.4818 0.8836
H 1.6471 -1.5788 -0.7328
C 1.4171 -1.2647 0.2804
N -0.2109 1.4143 -0.8956
N -0.5414 0.1168 -0.5709
H -0.0044 1.6105 -1.8362
```

The frontier orbital gap (spin up / spin down) comes out at 6.732 / 9.449 eV. The calculation puts the electronic energy at -9675.6808 eV. The relative energy (zero: lowest compared OMol25 entry of this formula, charge and spin) comes out at 156.6 kcal/mol. As for the net charge: 0.

Löwdin atomic charge list, values in e, 5 entries: atom 1 (H): -0.01, atom 2 (O): 0.01, atom 3 (H): 0.12, atom 4 (N): -0.44, atom 5 (O): 0.01

---

[4]
ORCA calculation (the ωB97M-V functional and the def2-TZVPD basis) on the molecule CH5N3S in a non-equilibrium geometry.

Geometry as XYZ:
```
10
Properties=species:S:1:pos:R:3
H -3.2720 0.4012 0.4080
N -2.6340 -0.0179 -0.1276
N -0.3682 0.1808 -0.0201
C 2.2308 -0.2201 -0.0316
S 1.0683 1.2021 0.0560
H 2.5370 -0.1517 -1.1725
H 2.9700 -0.0098 0.8006
H -2.6088 -1.0619 -0.1213
H 1.5746 -1.0034 0.2039
N -1.4976 0.6806 0.0045
```

The frontier orbital gap comes out at 9.361 eV. As for the SMILES: CS/N=N/N. The calculation puts the electronic energy at -16420.7831 eV. The relative energy (zero: lowest compared OMol25 entry of this formula, charge and spin) comes out at 58.5 kcal/mol. As for the net charge: 0.

Löwdin atomic charge list, values in e, 5 entries: atom 1 (H): 0.02, atom 2 (N): 0.03, atom 3 (N): -0.36, atom 4 (C): -0.41, atom 5 (S): 0.73

---

[5]
ORCA calculation (the ωB97M-V functional and the def2-TZVPD basis) on the molecule CH5N3S in a non-equilibrium geometry.

Geometry as XYZ:
```
10
Properties=species:S:1:pos:R:3
H 1.8930 0.7800 -0.3442
N 1.0444 1.0066 0.1174
C 0.0337 -0.0082 0.3034
S 0.4283 2.3159 -0.6958
H -1.6761 -1.7169 -0.2738
H -0.5492 -2.8519 -0.2091
H 0.3274 3.2344 0.2191
H -0.8488 0.3578 0.7636
N 0.2093 -1.1329 -0.1318
N -0.8619 -1.9847 0.2511
```

The frontier orbital gap comes out at 9.965 eV. As for the SMILES: N/N=C/NS. The calculation puts the electronic energy at -16421.5693 eV. The relative energy (zero: lowest compared OMol25 entry of this formula, charge and spin) comes out at 40.4 kcal/mol. As for the net charge: 0.

Löwdin atomic charge list, values in e, 5 entries: atom 1 (H): 0.04, atom 2 (N): -0.43, atom 3 (C): -0.36, atom 4 (S): 0.74, atom 5 (H): 0.06

---

[6]
ORCA calculation (the ωB97M-V functional and the def2-TZVPD basis) on an isolated ion of composition CH5N4 and charge +1 in a non-equilibrium geometry.

Geometry as XYZ:
```
10
Properties=species:S:1:pos:R:3
N 0.5343 1.2116 -0.0540
H -3.0336 -0.5158 -0.1347
H 1.1396 -1.9910 -0.1564
H 1.4659 1.5444 -0.4067
N -2.1946 0.0546 0.2388
H 2.1398 -0.7341 0.5318
H -0.2670 1.8756 0.1680
N -1.1848 -0.4469 -0.2463
C 0.2122 -0.0505 -0.0028
N 1.1881 -0.9480 0.0624
```

The frontier orbital gap comes out at 9.326 eV. As for the SMILES: [H]/N=N/C(N)=[NH2+]. The calculation puts the electronic energy at -7069.8369 eV. The relative energy (zero: lowest compared OMol25 entry of this formula, charge and spin) comes out at 0.0 kcal/mol. As for the net charge: +1.

Löwdin atomic charge list, values in e, 5 entries: atom 1 (N): 0.21, atom 2 (H): 0.14, atom 3 (H): 0.18, atom 4 (H): 0.18, atom 5 (N): 0.14

---

[7]
ORCA calculation (the ωB97M-V functional and the def2-TZVPD basis) on a 2-piece molecular cluster, CH5N4O2 overall in a non-equilibrium geometry.

Geometry as XYZ:
```
12
Properties=species:S:1:pos:R:3
H 1.1030 0.3568 -1.2250
N -0.6792 -0.2079 -0.6889
O -1.9564 1.1272 0.7318
C -1.9389 0.1040 0.0194
H -0.3540 1.6438 0.8109
H -0.2327 -2.7255 -0.1973
N 0.1562 -2.1662 0.5616
H -0.6139 -2.0496 1.2168
H 0.7271 2.4942 -0.1481
O -2.8457 -0.6703 -0.2473
N 0.5615 1.5968 0.3075
N 0.2739 0.6440 -0.7076
```

The frontier orbital gap (spin up / spin down) comes out at 8.869 / 6.873 eV. The calculation puts the electronic energy at -11170.8304 eV. The relative energy (zero: lowest compared OMol25 entry of this formula, charge and spin) comes out at 44.1 kcal/mol. As for the net charge: -1.

Löwdin atomic charge list, values in e, 5 entries: atom 1 (H): 0.12, atom 2 (N): 0.04, atom 3 (O): -0.09, atom 4 (C): -0.80, atom 5 (H): 0.03

---

[8]
ORCA calculation (the ωB97M-V functional and the def2-TZVPD basis) on a 2-piece molecular cluster, CH5N4O2 overall in a non-equilibrium geometry.

Geometry as XYZ:
```
12
Properties=species:S:1:pos:R:3
N -0.7909 -0.9395 -0.7028
H -0.1055 1.5936 0.3583
N -0.9054 -1.4100 0.7794
H -0.1237 -2.0424 0.9641
H -1.7186 -0.9688 -1.0008
H -0.7288 -0.5836 1.4085
O 1.6649 1.3227 0.5977
H -0.4999 2.1962 -1.1029
N -0.6763 1.3747 -0.4955
C 1.7779 0.2247 0.1293
N -0.1271 0.1054 -1.0636
O 2.2334 -0.8729 0.1284
```

The frontier orbital gap comes out at 7.035 eV. The calculation puts the electronic energy at -11171.1440 eV. The relative energy (zero: lowest compared OMol25 entry of this formula, charge and spin) comes out at 36.9 kcal/mol. As for the net charge: -1.

Löwdin atomic charge list, values in e, 5 entries: atom 1 (N): -0.24, atom 2 (H): 0.00, atom 3 (N): -0.04, atom 4 (H): 0.01, atom 5 (H): 0.03